Entry A
# C4H14N3

A cluster of 2 separate species, C4H14N3 in total (ωB97M-V with the def2-TZVPD basis set, OMol25).

```
21
C4H14N3 | OMol25 | ωB97M-V with the def2-TZVPD basis set
C -1.15 -2.02 0.07
C -1.59 1.80 -0.01
C -1.77 -0.67 -0.42
C 2.48 0.12 -0.40
N 3.72 -0.08 0.00
N 1.54 0.18 0.48
N -1.15 0.44 0.35
H -1.22 -2.76 -0.77
H -0.03 -1.97 0.40
H -1.90 -2.38 0.82
H -2.73 1.81 -0.23
H -1.46 2.62 0.62
H -1.29 2.02 -1.05
H -2.87 -0.41 -0.35
H -1.62 -0.38 -1.51
H 2.26 0.24 -1.40
H 4.48 0.24 -0.55
H 3.90 0.06 0.98
H 1.80 0.16 1.45
H -0.03 0.52 0.15
H -1.34 0.46 1.35
```

The net charge is +1. As for the highest occupied orbital energy: -13.61 eV.

Entry B
# C4H14N3

A structure of composition C4H14N3 (ωB97M-V with the def2-TZVPD basis set, OMol25).

```
21
C4H14N3 | OMol25 | ωB97M-V with the def2-TZVPD basis set
C 2.31 -1.17 0.21
C 0.38 0.50 -1.48
C 0.59 1.32 0.82
C -3.07 -0.16 -0.37
N -2.26 -0.07 0.64
N 0.90 -1.06 0.28
N 0.18 0.23 0.04
H 2.52 -2.12 -0.33
H 2.67 -0.30 -0.23
H 2.70 -1.41 1.28
H -0.30 -0.22 -1.97
H -0.04 1.46 -1.80
H 1.36 0.45 -1.78
H 0.09 2.18 0.53
H 0.26 1.21 1.83
H 1.71 1.46 0.90
H -2.67 0.09 -1.32
H -4.13 -0.50 -0.21
H 0.49 -1.54 1.10
H -2.72 -0.36 1.42
H -0.96 -0.01 0.44
```

The net charge is +1. As for the highest occupied orbital energy: -13.02 eV.

Entry C
# C4H14N3

A cluster of 2 separate species, C4H14N3 in total (ωB97M-V with the def2-TZVPD basis set, OMol25).

```
21
C4H14N3 | OMol25 | ωB97M-V with the def2-TZVPD basis set
C -0.55 -0.32 -1.58
C 1.66 -1.07 -0.85
N 0.33 -0.98 -0.62
N 2.16 -0.40 -1.90
N 2.41 -1.90 -0.13
H -0.08 -1.89 -0.39
H 1.85 0.55 -2.09
H 3.13 -0.57 -2.12
H 1.93 -2.63 0.35
H 3.36 -1.60 0.07
H -0.55 0.76 -1.43
H -1.56 -0.56 -1.25
H -0.48 -0.50 -2.65
C -1.00 1.24 2.10
C -2.43 1.53 1.60
H -0.42 1.02 1.18
H -0.42 2.07 2.48
H -0.96 0.41 2.80
H -3.14 1.33 2.41
H -2.56 2.57 1.29
H -2.68 0.94 0.72
```

The net charge is +1. As for the highest occupied orbital energy: -14.31 eV.

Most stable structure, least stable structure: entry C, entry B.

Entry A
# C4H14N3

The ion C4H14N3 with charge +1 (ωB97M-V with the def2-TZVPD basis set, OMol25).

```
21
C4H14N3 | OMol25 | ωB97M-V with the def2-TZVPD basis set
N -0.02 1.04 -2.48
C 1.28 0.80 -1.67
C 0.73 0.20 -0.39
N -0.60 0.57 0.05
C -1.37 -0.38 0.75
C -0.68 -0.75 2.14
N 0.58 -1.40 1.77
H -0.70 0.59 -1.84
H 0.08 0.61 -3.44
H -0.20 2.03 -2.56
H 1.91 1.71 -1.49
H 1.97 0.06 -2.28
H 1.44 0.27 0.48
H 0.65 -0.90 -0.70
H -0.39 1.36 0.76
H -2.27 -0.01 1.16
H -1.54 -1.29 0.15
H -1.34 -1.48 2.55
H -0.73 0.19 2.70
H 1.31 -1.32 2.44
H 0.36 -2.46 1.70
```

As for the SMILES: NCCNCC[NH3+]. The net charge is +1. As for the highest occupied orbital energy: -12.06 eV.

Entry B
# C4H14N3

A cluster of 2 separate species, C4H14N3 in total (ωB97M-V with the def2-TZVPD basis set, OMol25).

```
21
C4H14N3 | OMol25 | ωB97M-V with the def2-TZVPD basis set
C 1.08 -2.03 -0.23
C -0.27 -2.71 -0.51
H 1.71 -2.14 -1.10
H 1.02 -0.97 0.03
H 1.65 -2.48 0.60
H -0.63 -3.25 0.36
H -0.21 -3.37 -1.37
H -1.03 -1.96 -0.73
C -1.64 0.37 0.81
C 0.23 1.83 -0.03
N -0.92 1.21 -0.18
N 1.15 1.45 0.85
N 0.54 2.83 -0.85
H -1.47 1.46 -0.99
H 1.00 0.73 1.54
H 1.82 2.13 1.20
H -0.10 3.11 -1.57
H 1.46 3.23 -0.92
H -2.43 -0.12 0.26
H -2.03 1.02 1.58
H -0.94 -0.33 1.26
```

The net charge is +1. As for the highest occupied orbital energy: -14.87 eV.

Most stable structure, least stable structure: entry B, entry A.